[1]
The following is a quantum chemistry calculation of a structure of composition C6H8N2O at a distorted geometry, from the OMol25 dataset.

Geometry as XYZ:
```
17
Properties=species:S:1:pos:R:3:forces:R:3
C -0.976 0.604 0.698 0.328 -1.806 6.829
C -1.127 -0.178 -0.494 2.840 0.634 -2.769
C -0.326 0.251 -1.817 -4.279 4.033 -3.867
C 1.520 -0.644 -0.806 -0.669 -0.575 1.436
C 1.623 -1.352 0.528 -3.411 -5.325 9.489
C 1.062 -1.978 1.719 4.886 4.732 -9.802
H 0.320 1.959 1.594 0.484 0.958 0.963
H -0.683 2.769 0.125 2.026 -3.164 3.337
H -0.148 -0.344 1.351 -2.678 3.234 -1.023
H -2.159 0.347 1.484 3.319 1.380 -2.399
H -1.818 -0.995 -0.515 -0.567 0.094 -0.142
H -0.833 -0.184 -2.760 0.925 1.329 1.099
H 0.202 1.320 -1.869 -1.355 -2.427 0.017
H 1.062 -2.651 2.595 0.094 0.825 -0.801
N -0.234 1.902 0.790 -4.204 -0.366 -5.069
N 0.186 -0.662 -1.048 2.250 -2.956 1.558
O 2.329 -0.165 -1.574 0.012 -0.600 1.144
```
Forces are in eV/Å.

HOMO-LUMO gap	0.3101	Ha
total charge	0
ΔE to the lowest compared entry with this formula, charge and spin	10.066	eV
HOMO energy	-8.70	eV

[2]
The following is a quantum chemistry calculation of a cluster of 6 separate species, C30H47BN9O3 in total at a distorted geometry, from the OMol25 dataset.

Geometry as XYZ:
```
90
Properties=species:S:1:pos:R:3:forces:R:3
C 0.254 0.280 -3.241 -0.200 -0.176 -0.021
C 0.549 1.634 -3.846 -1.337 -0.204 0.546
O 1.574 1.858 -4.391 1.772 0.434 -0.594
N -0.474 2.610 -3.744 -0.028 -0.389 0.542
C -0.244 3.680 -2.753 -0.149 0.383 -0.320
C 1.060 4.454 -2.951 -0.020 0.065 0.036
C 1.459 5.262 -1.706 -0.103 -0.258 -0.079
C 2.368 4.483 -0.729 0.041 -0.082 0.077
C 1.765 3.888 0.558 0.066 0.092 -0.283
N 0.572 4.623 1.092 0.009 -1.014 -0.010
C -0.125 3.619 1.781 -0.248 -0.050 -0.576
N -0.902 3.809 2.889 -0.452 -0.319 -0.199
N 0.075 2.433 1.258 0.981 0.183 1.302
C 1.360 2.384 0.496 0.055 0.153 -0.107
C 2.340 1.465 1.212 0.089 -0.079 -0.168
B 3.831 1.489 0.583 0.078 -0.110 -0.006
O 4.197 0.584 -0.364 -0.102 0.526 -0.199
O 4.784 2.349 1.077 -0.295 -0.014 -0.128
H -0.289 -0.333 -3.969 0.087 -0.001 0.077
H 1.196 -0.218 -3.008 -0.141 -0.010 -0.095
H -0.375 0.361 -2.348 0.081 -0.029 -0.035
H -1.323 2.112 -3.496 -0.163 0.320 -0.011
H -1.067 4.395 -2.867 0.020 -0.163 0.105
H -0.322 3.294 -1.716 0.172 -0.069 -0.104
H 0.940 5.128 -3.804 -0.003 -0.170 0.058
H 1.874 3.776 -3.200 -0.019 0.043 -0.116
H 1.992 6.160 -2.022 -0.032 -0.088 0.067
H 0.552 5.625 -1.209 0.089 0.176 -0.074
H 2.815 3.643 -1.278 0.077 0.152 0.067
H 3.199 5.124 -0.425 -0.114 0.020 -0.045
H 2.525 3.970 1.342 -0.148 -0.018 -0.002
H -0.038 4.862 0.304 0.101 0.703 0.170
H -1.856 4.128 2.839 0.166 0.274 -0.058
H -0.482 3.723 3.801 0.016 0.031 -0.051
H -0.229 1.634 1.808 -0.183 -0.036 -0.218
H 1.224 2.010 -0.524 -0.411 0.223 0.069
H 1.976 0.431 1.142 -0.022 0.093 0.124
H 2.414 1.749 2.269 -0.022 -0.045 -0.104
H 3.481 0.198 -0.880 0.097 -0.320 0.264
H 4.792 3.246 0.728 0.209 -0.102 0.114
N -1.285 -0.729 3.037 0.007 0.003 0.077
C -1.641 0.290 3.895 0.044 -0.132 -0.086
C -2.374 -0.262 4.907 -0.021 0.061 0.037
C -2.470 -1.657 4.659 -0.023 -0.042 0.025
C -1.792 -1.919 3.504 0.017 0.110 -0.100
H -0.758 -0.633 2.190 -0.078 -0.003 -0.046
H -1.359 1.316 3.722 -0.006 -0.047 -0.027
H -2.802 0.274 5.738 0.005 -0.002 0.006
H -2.987 -2.384 5.262 0.013 -0.002 0.010
H -1.636 -2.840 2.968 0.007 -0.021 0.030
N 0.922 -3.255 1.390 0.009 0.024 -0.134
C 2.123 -3.874 1.621 -0.062 0.033 -0.066
C 2.143 -5.031 0.893 0.013 -0.011 -0.018
C 0.907 -5.120 0.196 0.014 0.007 -0.020
C 0.176 -4.011 0.522 -0.006 0.094 -0.001
H 0.623 -2.391 1.800 0.050 -0.070 0.183
H 2.854 -3.443 2.280 -0.018 -0.003 0.022
H 2.952 -5.742 0.865 0.000 -0.002 -0.004
H 0.595 -5.911 -0.464 0.000 -0.011 0.010
H -0.812 -3.696 0.228 -0.058 -0.064 0.107
N 4.685 -3.331 4.477 -0.014 -0.004 0.019
C 4.314 -4.650 4.553 0.033 0.019 0.034
C 4.874 -5.172 5.686 0.001 -0.009 0.019
C 5.611 -4.133 6.318 0.003 -0.016 0.001
C 5.477 -3.012 5.548 -0.027 0.003 -0.015
H 4.433 -2.693 3.746 0.052 -0.018 -0.019
H 3.690 -5.109 3.806 -0.009 0.022 -0.010
H 4.770 -6.189 6.026 -0.001 -0.001 0.001
H 6.177 -4.206 7.231 0.000 -0.002 0.002
H 5.878 -2.020 5.669 0.007 0.000 -0.001
N -1.963 -3.456 -2.535 -0.020 0.060 -0.003
C -2.548 -4.541 -3.128 -0.014 0.019 0.029
C -3.409 -4.084 -4.089 0.024 0.000 0.001
C -3.338 -2.665 -4.080 -0.012 0.051 -0.008
C -2.439 -2.308 -3.111 -0.007 0.005 0.030
H -1.292 -3.489 -1.790 0.089 -0.085 -0.078
H -2.306 -5.543 -2.817 -0.003 -0.004 -0.006
H -4.023 -4.696 -4.727 0.006 0.000 -0.009
H -3.889 -1.987 -4.711 -0.039 -0.035 -0.013
H -2.103 -1.340 -2.781 -0.028 -0.024 0.025
N -5.269 0.738 -4.218 0.052 0.027 0.026
C -6.157 1.455 -4.975 0.014 0.009 0.009
C -7.334 1.524 -4.281 -0.002 -0.001 0.021
C -7.150 0.822 -3.058 0.001 0.029 0.001
C -5.867 0.347 -3.048 0.050 0.024 0.014
H -4.326 0.524 -4.483 -0.032 -0.043 -0.053
H -5.878 1.849 -5.937 -0.008 -0.008 -0.009
H -8.231 2.019 -4.614 -0.004 -0.005 -0.001
H -7.880 0.678 -2.279 -0.006 -0.007 -0.004
H -5.330 -0.234 -2.318 -0.027 -0.055 -0.017
```
Forces are in eV/Å.

HOMO-LUMO gap	0.1937	Ha
total charge	+1
ΔE to the lowest compared entry with this formula, charge and spin	0.000	eV
HOMO energy	-9.90	eV

[3]
The following is a quantum chemistry calculation of a structure of composition C11H10Cl5CuN5O3 at a distorted geometry, from the OMol25 dataset.

Geometry as XYZ:
```
35
Properties=species:S:1:pos:R:3:forces:R:3
Cu -1.180 1.665 1.379 -0.919 -0.551 0.045
Cl -2.652 1.264 -1.570 0.326 0.363 -0.378
C -3.315 0.360 -0.256 -0.020 -0.169 0.587
C -2.726 0.494 1.005 -0.138 -0.193 -0.035
C -3.312 -0.310 1.990 -0.030 0.171 -0.602
Cl -2.655 -0.263 3.584 0.305 0.106 0.498
C -4.391 -1.156 1.764 -0.018 0.003 -0.076
Cl -5.041 -2.135 3.024 -0.117 -0.130 0.197
C -4.952 -1.226 0.495 0.044 0.042 -0.015
Cl -6.307 -2.248 0.190 -0.096 -0.092 -0.018
C -4.402 -0.462 -0.527 -0.020 -0.069 0.085
Cl -5.075 -0.570 -2.110 -0.109 0.000 -0.251
C 1.893 -1.222 -2.297 0.283 0.002 0.014
C 3.247 -1.200 -1.591 -0.165 0.053 0.169
C 3.410 -2.401 -0.662 0.053 0.100 -0.170
C 3.452 0.132 -0.845 0.580 -0.409 -0.507
N 2.439 0.400 0.134 -1.140 0.792 0.139
C 1.330 1.166 0.064 0.335 -0.348 0.517
N 0.721 1.088 1.231 0.358 0.101 -0.788
N 1.461 0.285 1.993 -0.303 -0.151 0.712
N 2.477 -0.125 1.360 1.083 -0.631 0.031
H 1.799 -2.125 -2.894 -0.068 -0.090 -0.060
H 1.796 -0.365 -2.960 -0.109 0.094 -0.106
H 1.072 -1.201 -1.583 -0.084 -0.003 0.058
H 4.038 -1.252 -2.351 -0.045 0.117 0.082
H 2.637 -2.426 0.102 -0.042 0.019 0.055
H 4.379 -2.377 -0.166 0.065 -0.023 0.106
H 3.351 -3.321 -1.240 -0.034 -0.117 -0.031
H 3.450 0.955 -1.562 -0.007 0.016 0.113
H 4.414 0.117 -0.324 -0.124 0.089 -0.064
H 0.991 1.749 -0.765 -0.013 0.151 -0.248
O -0.216 3.612 0.317 0.359 -0.438 -1.200
N -0.581 4.196 1.342 -0.023 0.302 0.297
O -0.361 5.374 1.521 0.227 1.127 0.116
O -1.191 3.530 2.210 -0.394 -0.236 0.731
```
Forces are in eV/Å.

HOMO-LUMO gap	0.2592	Ha
total charge	-1
HOMO energy	-4.67	eV

[4]
The following is a quantum chemistry calculation of a cluster of 3 separate species, C3H10O3S in total, from the OMol25 dataset.

Geometry as XYZ:
```
17
Properties=species:S:1:pos:R:3:forces:R:3
C 0.146 0.652 0.695 -0.656 0.355 -0.286
O 1.374 0.314 1.202 0.234 -0.193 0.132
C -0.322 -0.118 -0.573 0.819 0.148 0.537
C -1.722 0.264 -1.017 -0.065 -0.425 -0.802
S -2.442 -0.848 -2.325 0.018 0.186 0.145
H -0.702 0.573 1.422 0.237 -0.206 0.188
H 0.124 1.735 0.420 0.020 -0.110 -0.037
H -0.249 -1.200 -0.415 -0.177 0.022 0.208
H 0.451 0.093 -1.322 -0.323 0.016 -0.292
H -1.710 1.276 -1.429 -0.031 0.098 0.157
H -2.404 0.248 -0.165 0.059 0.072 0.129
H 2.832 2.790 2.214 -0.186 -0.103 0.241
H 2.308 1.514 1.395 -0.525 -0.416 -0.172
O 2.880 2.356 1.365 0.669 0.547 -0.219
H 1.593 -1.139 1.744 -0.257 0.274 -0.014
H 0.843 -2.510 1.827 0.452 0.337 0.105
O 1.643 -2.070 2.159 -0.288 -0.601 -0.018
```
Forces are in eV/Å.

HOMO-LUMO gap	0.2108	Ha
total charge	-2
ΔE to the lowest compared entry with this formula, charge and spin	0.191	eV
HOMO energy	0.37	eV

[5]
The following is a quantum chemistry calculation of a structure of composition C30H26Cl3N2O4PSV, from the OMol25 dataset.

Geometry as XYZ:
```
68
Properties=species:S:1:pos:R:3:forces:R:3
V 0.633 -1.330 -0.738 0.305 -0.253 0.287
Cl 7.443 -3.472 0.218 0.008 -0.001 0.001
C 5.842 -2.863 0.257 -0.022 0.013 0.023
C 5.301 -2.452 1.472 0.021 -0.013 -0.026
C 4.009 -1.962 1.512 -0.019 0.011 0.041
Cl 3.294 -1.447 2.986 0.013 -0.010 -0.027
C 3.268 -1.886 0.337 -0.051 -0.006 0.078
O 2.011 -1.398 0.319 -0.419 0.138 -0.432
C 3.832 -2.306 -0.861 0.028 -0.016 -0.063
Cl 2.816 -2.182 -2.264 -0.037 0.017 0.022
C 5.116 -2.795 -0.928 0.003 -0.009 -0.019
H 5.885 -2.517 2.379 0.000 0.001 0.000
H 5.547 -3.121 -1.863 0.004 -0.001 0.002
O 0.288 -4.213 -2.770 -0.050 -0.038 0.008
S -0.681 -3.475 -2.039 0.079 0.259 0.044
O -0.415 -1.930 -2.189 0.202 -0.058 -0.034
O 0.055 -3.291 -0.319 -0.001 0.159 -0.019
C -0.887 -3.592 0.670 0.007 -0.036 -0.011
C -1.154 -4.917 0.959 0.014 -0.019 -0.008
C -2.159 -5.208 1.869 -0.005 0.006 0.001
C -2.893 -4.192 2.474 0.013 0.009 -0.008
C -2.609 -2.868 2.186 0.000 -0.025 0.001
C -1.589 -2.559 1.284 -0.045 0.041 0.039
P -1.069 -0.884 0.928 0.108 0.033 -0.043
C -2.457 0.129 0.418 -0.009 0.012 0.006
C -3.175 -0.246 -0.720 0.012 0.007 0.005
C -4.263 0.507 -1.124 0.001 0.004 -0.007
C -4.632 1.636 -0.399 0.002 0.004 -0.003
C -3.918 2.010 0.731 -0.003 -0.002 -0.001
C -2.827 1.260 1.146 -0.007 -0.009 -0.005
C -0.264 -0.166 2.360 -0.012 0.015 0.003
C -0.274 -0.805 3.597 0.002 0.000 -0.005
C 0.351 -0.203 4.681 -0.002 -0.004 -0.002
C 0.990 1.018 4.527 0.004 0.000 0.007
C 1.016 1.647 3.287 0.000 0.000 -0.005
C 0.392 1.058 2.203 -0.008 -0.005 0.000
H -0.588 -5.701 0.473 -0.003 -0.001 0.000
H -2.379 -6.241 2.102 -0.002 0.001 0.003
H -3.684 -4.434 3.170 0.001 -0.002 0.001
H -3.173 -2.072 2.656 -0.002 -0.003 0.000
H -2.893 -1.128 -1.283 -0.004 -0.001 -0.004
H -4.830 0.213 -1.996 -0.001 0.000 -0.001
H -5.488 2.219 -0.711 -0.002 -0.002 0.000
H -4.218 2.879 1.300 0.000 0.001 0.000
H -2.282 1.544 2.036 0.001 0.003 -0.001
H -0.760 -1.763 3.723 0.002 0.000 0.003
H 0.337 -0.692 5.646 0.001 -0.001 -0.001
H 1.475 1.482 5.376 0.000 0.001 -0.001
H 1.523 2.595 3.171 -0.001 0.001 -0.001
H 0.413 1.547 1.235 0.005 0.004 0.005
N 0.675 0.548 -1.441 -0.145 -0.204 0.219
C 0.460 1.510 -2.065 0.024 -0.054 -0.147
N 0.221 2.563 -2.748 -0.011 0.038 0.070
C 1.271 3.188 -3.600 -0.013 -0.014 -0.026
C 1.522 4.609 -3.120 -0.003 0.004 0.015
C 0.204 5.383 -2.884 0.001 0.000 0.002
C -1.024 4.593 -3.335 -0.004 0.006 -0.011
C -1.107 3.245 -2.637 0.013 0.016 0.013
H 0.908 3.159 -4.627 0.006 -0.006 -0.003
H 2.164 2.569 -3.543 -0.001 -0.001 0.015
H 2.143 5.105 -3.866 -0.011 -0.002 -0.012
H 2.109 4.573 -2.201 0.009 0.008 -0.007
H 0.227 6.335 -3.410 0.004 0.005 0.010
H 0.101 5.622 -1.824 -0.002 -0.013 0.003
H -1.020 4.452 -4.417 0.004 -0.004 0.000
H -1.937 5.141 -3.102 -0.001 0.001 -0.005
H -1.865 2.603 -3.084 -0.004 -0.010 0.008
H -1.330 3.371 -1.575 0.003 0.001 0.000
```
Forces are in eV/Å.

spin multiplicity	2
HOMO-LUMO gap (spin up / spin down)	0.2253 / 0.2666	Ha
total charge	+2
ΔE to the lowest compared entry with this formula, charge and spin	0.177	eV
HOMO energy (spin up / spin down)	-14.00 / -14.05	eV

[6]
The following is a quantum chemistry calculation of a structure of composition H8O4Pd at a distorted geometry, from the OMol25 dataset.

Geometry as XYZ:
```
13
Properties=species:S:1:pos:R:3:forces:R:3
Pd 16.869 -17.454 -7.876 2.733 -0.371 -1.788
O 16.754 -19.014 -7.283 -0.670 -14.494 6.328
H 17.641 -19.373 -7.036 -0.943 -0.627 0.295
H 16.104 -19.229 -6.599 -0.006 -1.111 0.239
O 18.637 -17.152 -7.955 10.859 2.575 -0.903
H 19.221 -17.723 -8.448 1.085 -0.502 -0.330
H 19.040 -16.286 -8.058 0.846 0.508 0.188
O 16.223 -17.182 -9.372 -5.086 3.271 -15.371
H 15.766 -17.793 -9.943 -1.280 -0.721 -0.605
H 16.770 -16.686 -10.022 -0.281 0.087 -0.104
O 16.253 -16.386 -6.778 -6.312 12.098 11.213
H 16.581 -15.455 -6.609 -0.221 -0.927 0.193
H 15.295 -16.307 -6.715 -0.723 0.213 0.646
```
Forces are in eV/Å.

spin multiplicity	3
HOMO-LUMO gap (spin up / spin down)	0.3658 / 0.3035	Ha
total charge	+2
ΔE to the lowest compared entry with this formula, charge and spin	2.205	eV
HOMO energy (spin up / spin down)	-18.40 / -17.90	eV

[7]
The following is a quantum chemistry calculation of the ion C3H2NO3 with charge +1 at a distorted geometry, from the OMol25 dataset.

Geometry as XYZ:
```
9
Properties=species:S:1:pos:R:3:forces:R:3
C -0.997 0.552 -0.043 -2.560 2.632 -1.731
C -0.694 -0.768 -0.013 0.231 -2.561 2.031
C -0.233 1.666 0.030 -0.529 -2.624 -0.291
N 2.008 -0.707 0.155 2.660 -0.261 -0.401
O 0.260 2.654 0.016 1.478 2.687 0.271
O 2.710 -1.570 0.008 -1.869 1.491 0.371
O 0.475 -1.305 0.175 -2.214 -1.252 -0.397
H -1.980 1.038 -0.472 1.259 -1.699 1.138
H -1.550 -1.560 0.143 1.545 1.585 -0.991
```
Forces are in eV/Å.

HOMO-LUMO gap	0.3452	Ha
total charge	+1
ΔE to the lowest compared entry with this formula, charge and spin	3.265	eV
HOMO energy	-15.80	eV

[8]
The following is a quantum chemistry calculation of a cluster of 2 separate species, C3H12NO2 in total at a distorted geometry, from the OMol25 dataset.

Geometry as XYZ:
```
18
Properties=species:S:1:pos:R:3:forces:R:3
C 0.513 -0.814 -1.623 0.572 -2.966 1.836
O 1.914 -0.856 -1.271 -0.413 0.408 -0.226
C -0.237 0.013 -0.583 1.344 3.588 0.413
C -1.688 -0.270 -0.288 -0.958 0.432 -0.888
N 0.524 0.038 0.813 -0.261 -2.944 -1.919
H 0.326 -0.543 -2.642 -0.135 0.714 -0.414
H 0.236 -1.886 -1.521 -0.657 0.523 -0.225
H 2.235 -1.721 -1.562 0.186 0.393 0.028
H 0.007 1.075 -0.889 -1.192 -0.900 0.056
H -1.902 -1.159 0.292 0.538 -0.307 0.425
H -2.204 -0.505 -1.229 0.104 0.385 0.058
H -2.217 0.578 0.196 0.524 -0.510 -0.396
H 0.962 -0.891 0.646 0.131 0.463 1.384
H 1.287 0.688 0.942 -0.025 0.476 -0.289
H -0.174 0.121 1.565 0.446 -0.012 -0.232
H -0.885 1.612 3.275 0.191 -0.204 -0.035
H -1.446 2.405 2.152 0.062 -0.097 -0.379
O -0.873 1.640 2.307 -0.455 0.558 0.802
```
Forces are in eV/Å.

HOMO-LUMO gap	0.4417	Ha
total charge	+1
ΔE to the lowest compared entry with this formula, charge and spin	1.055	eV
HOMO energy	-15.06	eV